Formula: C9H6ClNO6Rh
Source: OMol25
Level of theory: ωB97M-V/def2-TZVPD

Geometry as XYZ:
```
24
Properties=species:S:1:pos:R:3:forces:R:3
Rh -0.605 0.101 0.079 0.6 0.5 0.1
O 1.375 -2.879 2.081 0.0 -0.1 0.0
C 0.890 -1.924 1.348 0.4 0.2 -0.5
O -0.224 -1.427 1.518 0.1 0.0 0.3
C 1.786 -1.436 0.230 -0.4 -0.2 0.5
C 2.991 -1.929 -0.195 0.3 0.1 -0.2
C 3.583 -1.311 -1.315 -0.1 -0.2 0.3
C 2.962 -0.256 -1.957 -0.2 0.2 0.0
C 1.731 0.182 -1.469 0.2 0.0 -0.1
N 1.222 -0.406 -0.408 -0.5 -0.4 -0.2
C 0.820 1.272 -2.030 -0.2 0.0 0.1
O 1.180 1.975 -2.922 0.0 0.0 -0.1
O -0.368 1.349 -1.419 0.1 0.0 0.1
H 0.739 -3.134 2.774 0.0 0.0 0.0
H 3.453 -2.767 0.307 0.0 0.0 0.0
H 4.535 -1.674 -1.679 0.0 0.0 0.0
H 3.389 0.222 -2.828 0.0 0.0 0.0
Cl -4.539 -2.033 1.323 0.0 0.0 0.0
C -4.236 -1.157 -0.193 0.0 -0.1 0.0
C -2.863 -0.589 -0.115 0.1 0.0 -0.2
O -1.867 -1.134 -0.741 -0.1 -0.1 -0.1
O -2.547 0.413 0.568 -0.3 0.2 0.0
H -4.959 -0.352 -0.289 0.0 0.0 0.0
H -4.309 -1.855 -1.022 0.0 0.0 0.0
```
Positions in Å, forces in eV/Å.

Computed properties:
charge = +1
energy relative to the best compared isomer or geometry (same formula, charge and spin) = 0.0 kcal per mole
Kohn-Sham gap = 8.26 eV
electronic energy = -38729.4962 eV
max |F| = 0.8 eV/Å